ORCA calculation (ωB97M-V with the def2-TZVPD basis set) on a 2-piece molecular cluster, C4H11N3O overall.

Its orbital gap is 8.102 eV. For the LUMO energy, the calculation gives 0.028 eV. The charge is 0. As for the energy above the lowest of the compared OMol25 structures with the same formula, charge and spin: 86.8 kcal per mole. As for the total energy: -398.41590 Eh.

Last column: Löwdin charge in e.
Positions of all 19 atoms, in Å:
C (1.0939, 1.0295, -0.0627)  -0.253
C (0.0602, -1.9011, -0.9482)  -0.032
C (1.1700, -0.3796, 0.5180)  -0.167
N (0.0045, 1.8232, 0.4931)  0.038
C (-1.2059, 1.3361, 0.9812)  -0.663
N (-1.4270, 0.0174, 0.6770)  -0.007
N (-0.7722, -1.1335, -1.6132)  0.070
O (-1.9554, 2.0732, 1.6176)  -0.008
H (0.1943, 2.7718, 0.7680)  0.125
H (-0.1183, -0.5675, 0.6141)  0.060
H (-2.1945, -0.3328, 1.2399)  0.076
H (-0.4261, -0.6410, -2.4260)  0.114
H (-1.4146, -0.5985, -0.9543)  0.087
H (0.9951, 0.9550, -1.1581)  0.093
H (2.0268, 1.5715, 0.1140)  0.111
H (0.9537, -2.2734, -1.4309)  0.101
H (-0.3220, -2.4430, -0.0967)  0.103
H (1.9979, -0.9268, 0.0673)  0.063
H (1.3394, -0.3806, 1.6000)  0.089

Atomic forces in eV per Å
-0.1 -0.1 0.1
-0.3 0.3 -0.1
-0.2 -0.1 -0.1
-0.1 -0.1 0.0
0.0 -0.1 0.0
0.0 0.0 0.0
0.3 0.0 0.2
0.2 -0.2 -0.2
0.0 -0.1 0.0
0.1 0.0 -0.1
0.0 0.1 0.0
0.0 -0.1 0.0
0.0 -0.1 0.0
0.0 0.0 0.0
-0.1 0.0 0.0
0.0 0.1 0.0
0.0 0.1 0.0
0.0 0.0 0.0
0.0 0.0 0.0



ORCA calculation (ωB97M-V with the def2-TZVPD basis set) on one molecule with the formula C4H11N3O.

Its orbital gap is 10.452 eV. As for the SMILES: [H]/N=C\C(N)(N)OCC. For the LUMO energy, the calculation gives 0.990 eV. The charge is 0. As for the energy above the lowest of the compared OMol25 structures with the same formula, charge and spin: 34.9 kcal per mole. As for the total energy: -398.49851 Eh.

Last column: Löwdin charge in e.
Positions of all 19 atoms, in Å:
C (-1.3028, 0.8639, 0.5268)  -0.261
C (-1.2095, 1.8329, -0.6478)  -0.084
N (-0.2989, -1.2269, -0.8915)  0.113
H (0.2154, -1.5756, -1.6887)  0.089
H (-0.7536, -2.0030, -0.4234)  0.097
H (-2.0297, 0.0781, 0.2934)  0.108
H (-1.6283, 1.3950, 1.4258)  0.120
H (-2.1607, 2.3470, -0.7590)  0.074
H (-1.0013, 1.2937, -1.5686)  0.058
H (-0.4327, 2.5735, -0.4713)  0.076
C (0.6219, -0.5535, 0.0079)  -0.646
N (1.5958, 0.1405, -0.7987)  0.109
C (1.3684, -1.5872, 0.8520)  -0.185
N (1.1542, -1.8764, 2.0494)  0.118
O (-0.0730, 0.2830, 0.9224)  -0.111
H (1.1404, 0.8016, -1.4164)  0.068
H (2.2352, 0.6513, -0.2010)  0.094
H (0.4439, -1.2865, 2.4850)  0.054
H (2.1151, -2.1514, 0.3038)  0.107

Atomic forces in eV per Å
-0.2 0.2 -0.1
0.1 -0.3 0.3
0.0 0.1 0.0
0.0 -0.1 0.0
0.0 0.0 -0.1
0.0 0.1 0.1
-0.1 -0.1 -0.1
-0.1 0.1 -0.1
0.0 0.0 -0.1
0.1 0.1 0.0
0.0 0.1 0.1
0.0 0.0 -0.1
-0.2 0.3 -0.2
0.1 -0.4 0.7
0.3 -0.3 0.0
0.0 0.0 0.0
0.0 0.0 0.0
0.0 0.2 -0.3
0.2 -0.1 -0.2



ORCA calculation (ωB97M-V with the def2-TZVPD basis set) on C4H11N3O as an isolated structure in a non-equilibrium geometry.

Its orbital gap is 8.438 eV. For the LUMO energy, the calculation gives 0.826 eV. The charge is 0. As for the energy above the lowest of the compared OMol25 structures with the same formula, charge and spin: 91.8 kcal per mole. As for the total energy: -398.40787 Eh.

Last column: Löwdin charge in e.
Positions of all 19 atoms, in Å:
C (0.4881, 0.4025, -0.4679)  -0.484
C (0.7445, 1.0087, -1.8324)  -0.120
C (1.4824, 0.8907, 0.5746)  -0.091
N (0.4851, -1.0699, -0.5198)  0.080
N (-1.6752, -0.6849, 0.2840)  -0.112
C (-0.4407, -1.4879, 0.3930)  -0.514
N (-2.3134, -0.2399, 1.4801)  0.054
O (-0.2944, -2.2670, 1.3118)  0.081
H (1.3668, -1.5762, -0.4565)  0.146
H (-2.3064, -0.9719, -0.4654)  0.156
H (-1.0466, 0.3862, -0.2896)  0.209
H (-2.6688, -1.0620, 1.9694)  0.084
H (-1.5237, 0.0974, 2.0461)  0.094
H (0.6736, 2.0997, -1.7917)  0.070
H (1.3651, 1.9625, 0.7585)  0.074
H (0.0198, 0.6556, -2.5733)  0.065
H (1.7518, 0.7660, -2.2076)  0.067
H (1.3667, 0.3676, 1.5293)  0.067
H (2.5253, 0.7230, 0.2575)  0.075

Atomic forces in eV per Å
-1.6 1.3 -1.2
0.4 -0.1 -0.1
-0.1 0.0 0.1
-1.0 0.0 0.4
-0.8 -0.6 -0.6
0.0 -0.5 1.1
0.6 -0.7 -0.1
-0.3 0.1 -0.7
-0.2 0.1 0.2
0.0 -0.1 0.6
3.6 0.4 0.5
0.2 0.1 0.1
-0.6 0.1 -0.1
0.0 -0.1 0.0
0.0 -0.1 0.0
0.1 0.0 0.1
0.0 0.0 -0.1
-0.1 0.1 0.0
-0.1 0.0 -0.1



ORCA calculation (ωB97M-V with the def2-TZVPD basis set) on a 2-piece molecular cluster, C4H11N3O overall in a non-equilibrium geometry.

Its orbital gap is 8.971 eV. As for the SMILES: CN[C@H](C)O.N=C=N. For the LUMO energy, the calculation gives 0.515 eV. The charge is 0. As for the energy above the lowest of the compared OMol25 structures with the same formula, charge and spin: 64.0 kcal per mole. As for the total energy: -398.45212 Eh.

Last column: Löwdin charge in e.
Positions of all 19 atoms, in Å:
C (-1.2097, 0.9560, -1.5388)  -0.110
C (1.9220, 0.8908, 0.6084)  -0.029
N (-0.0508, 1.3414, -0.7625)  -0.076
C (0.7191, 0.3345, -0.1343)  -0.550
O (1.0779, -0.7145, -0.9611)  -0.052
H (0.3881, 2.2325, -0.9494)  0.116
H (-1.6589, 1.8447, -1.9795)  0.078
H (-0.9540, 0.2530, -2.3381)  0.075
H (-1.9416, 0.4651, -0.8905)  0.074
H (2.6534, 1.2447, -0.1150)  0.081
H (2.3792, 0.1054, 1.2048)  0.079
H (1.6303, 1.7228, 1.2446)  0.077
N (-0.7474, -2.3150, 0.2226)  0.119
C (-0.9485, -1.6094, 1.2219)  -0.379
N (-1.6105, -1.2283, 2.1825)  0.160
H (0.3948, -1.4439, -0.8259)  0.054
H (-0.7799, -3.3204, 0.2534)  0.096
H (-1.2678, -0.5783, 2.8731)  0.071
H (0.0042, -0.1809, 0.6838)  0.112

Atomic forces in eV per Å
0.4 0.0 0.0
-0.2 0.0 -0.3
-0.1 0.6 0.2
-1.3 -0.7 1.6
-0.3 -1.1 -0.4
0.0 -0.4 -0.1
-0.1 -0.1 0.0
0.0 0.0 -0.1
-0.1 0.1 0.0
0.1 0.0 -0.1
0.0 0.0 0.0
0.0 0.0 0.1
0.3 1.1 0.0
-1.8 -2.4 0.0
0.6 0.8 -0.1
0.9 0.9 -0.2
0.2 -0.1 0.4
0.2 -0.1 0.0
1.2 1.3 -1.1



ORCA calculation (ωB97M-V with the def2-TZVPD basis set) on a 2-piece molecular cluster, C4H11N3O2 overall in a non-equilibrium geometry.

Its orbital gap is 9.887 eV. As for the SMILES: [H]/N=C(\N)NC.CC(=O)O. For the LUMO energy, the calculation gives 0.662 eV. The charge is 0. As for the energy above the lowest of the compared OMol25 structures with the same formula, charge and spin: 53.0 kcal per mole. As for the total energy: -473.71830 Eh.

Last column: Löwdin charge in e.
Positions of all 20 atoms, in Å:
C (-1.3932, 1.8656, 0.0120)  -0.154
C (-1.9957, -0.3566, 0.7256)  -0.517
N (-2.5430, -0.5050, -0.4641)  0.088
N (-1.4603, 0.8832, 1.0612)  -0.030
N (-2.0858, -1.2109, 1.8529)  0.150
H (0.6475, 0.3217, -0.6289)  0.017
H (-2.9815, -1.3336, -0.9323)  0.052
H (-1.8420, 1.2119, 1.9258)  0.124
H (-1.4495, -1.1353, 2.4876)  0.002
H (-2.4257, -2.1274, 1.6485)  0.090
H (-0.7690, 1.7000, -0.9372)  0.094
H (-1.0282, 2.8070, 0.3348)  0.059
H (-2.3866, 2.1671, -0.4513)  0.091
C (2.1730, -1.1963, -1.7307)  0.014
C (2.5661, -0.1631, -0.7440)  -0.522
O (1.4576, 0.6092, -0.2586)  0.039
O (3.6445, 0.0577, -0.2832)  0.116
H (2.5788, -2.1843, -1.5811)  0.094
H (2.2285, -0.5705, -2.7002)  0.142
H (1.1324, -1.2600, -1.5590)  0.050

Atomic forces in eV per Å
-1.2 1.1 -2.8
-2.6 -1.1 -1.5
1.2 0.1 1.0
0.5 -0.7 -1.1
-4.6 0.3 -6.0
-1.3 -0.5 -0.6
1.0 0.6 1.8
0.1 0.3 0.4
4.8 0.5 4.7
0.0 -0.3 0.0
-0.7 -0.7 1.7
0.7 0.7 1.1
0.7 -0.8 0.7
-0.6 2.1 -1.2
-0.8 1.0 2.2
3.2 -0.3 -0.1
-0.2 0.0 -0.4
0.8 0.1 -0.6
0.4 -1.9 0.9
-1.4 -0.7 -0.2



ORCA calculation (ωB97M-V with the def2-TZVPD basis set) on a 2-piece molecular cluster, C4H11N3O2 overall in a non-equilibrium geometry.

Its orbital gap is 9.561 eV. As for the SMILES: CN=C(N)N.CC(=O)O. For the LUMO energy, the calculation gives 0.775 eV. The charge is 0. As for the energy above the lowest of the compared OMol25 structures with the same formula, charge and spin: 30.9 kcal per mole. As for the total energy: -473.75359 Eh.

Last column: Löwdin charge in e.
Positions of all 20 atoms, in Å:
C (-0.0484, -2.0368, -1.2902)  -0.126
C (1.1607, -1.1305, 0.6198)  -0.543
N (1.4371, 0.0067, 1.3717)  0.124
N (0.4812, -0.9713, -0.4554)  -0.009
N (1.7338, -2.3453, 1.0204)  0.113
H (2.4009, 0.0003, 1.6610)  0.087
H (0.9794, 0.8652, 1.0908)  0.053
H (-1.0615, 0.1386, 0.8581)  0.101
H (2.3970, -2.6478, 0.3263)  0.093
H (1.8774, -2.5285, 1.9955)  0.081
H (0.0129, -1.6677, -2.3263)  0.076
H (-1.1105, -2.1826, -1.1737)  0.060
H (0.3909, -3.0020, -1.0426)  0.058
C (-1.7098, 2.2360, -1.5130)  0.005
C (-1.1574, 1.6917, -0.2263)  -0.596
O (-0.3379, 2.3758, 0.3569)  0.057
O (-1.6498, 0.5571, 0.2131)  0.104
H (-2.7746, 2.3340, -1.6823)  0.080
H (-1.1593, 1.7039, -2.3257)  0.100
H (-1.2639, 3.1940, -1.7951)  0.082

Atomic forces in eV per Å
0.4 0.5 0.3
-0.5 0.6 -1.5
0.0 -1.4 0.6
-0.2 0.1 0.5
-0.4 0.5 -0.5
-0.1 0.6 0.3
0.4 0.1 -0.2
0.1 0.2 0.0
0.1 -0.5 0.4
0.5 0.1 0.0
0.5 -0.7 0.2
-0.6 0.3 0.5
0.3 -0.2 -0.7
1.3 -0.1 -1.8
0.0 2.4 0.1
0.4 -1.0 0.4
-0.8 -0.5 -0.3
-0.1 -0.7 0.2
-1.1 -0.6 0.4
-0.2 0.4 1.2